(1)
Entry from the OMol25 dataset: one molecule with the formula C3H8N2O2 (the ωB97M-V functional and the def2-TZVPD basis).

As for the SMILES: NC(=O)NCCO. Its net charge is 0. The electronic energy is -10316.6851 eV.

Each atom is followed by the atoms it is bonded to, with distances in Å.
Cartesian coordinates (Å):
1 N 2.3113 1.1110 -0.5318  C2 1.385, H8 1.010, H9 1.009
2 C 1.0435 0.7715 -0.0906  N1 1.385, O3 1.228, N4 1.367
3 O 0.4559 1.4789 0.7229  C2 1.228
4 N 0.5502 -0.3794 -0.6398  C2 1.367, C5 1.464, H10 1.009
5 C -0.8274 -0.8651 -0.5370  N4 1.464, C6 1.531, H11 1.096, H12 1.098
6 C -1.5060 -0.6842 0.8236  C5 1.531, O7 1.399, H13 1.102, H14 1.096
7 O -2.0662 0.5838 1.0112  C6 1.399, H15 0.975
8 H 2.7429 1.8194 0.0441  N1 1.010
9 H 2.9362 0.3715 -0.8172  N1 1.009
10 H 1.0461 -0.7147 -1.4526  N4 1.009
11 H -0.7775 -1.9367 -0.7636  C5 1.096
12 H -1.4693 -0.3937 -1.2933  C5 1.098
13 H -0.7996 -0.9550 1.6252  C6 1.102
14 H -2.3364 -1.3985 0.8621  C6 1.096
15 H -1.3038 1.1912 1.0368  O7 0.975

Atom charges from the Mulliken analysis, given in e for atoms 1 to 5: N -0.5013; C 0.6055; O -0.7050; N -0.2287; C -0.4958


(2)
Entry from the OMol25 dataset: a 2-piece molecular cluster, C4H14N3 overall in a non-equilibrium geometry (the ωB97M-V functional and the def2-TZVPD basis).

Its net charge is +1. The electronic energy is -8837.7388 eV.

Each atom is followed by the atoms it is bonded to, with distances in Å.
Cartesian coordinates (Å):
1 C -1.2713 1.1320 -0.7741  N3 1.472, H11 1.106, H12 1.149, H13 1.108
2 C -1.1473 -0.0994 1.2880  N3 1.409, N4 1.380, N5 1.355
3 N -1.3183 -0.1800 -0.1085  C1 1.472, C2 1.409, H6 1.100
4 N -0.0453 0.6025 1.7312  C2 1.380, H7 0.998, H8 1.052
5 N -1.8108 -1.0161 2.0337  C2 1.355, H9 1.012, H10 1.064
6 H -2.1498 -0.8378 -0.4022  N3 1.100
7 H 0.7687 0.3250 1.2241  N4 0.998
8 H 0.0542 1.0398 2.6827  N4 1.052
9 H -1.3121 -1.4042 2.8247  N5 1.012
10 H -2.7581 -1.4394 1.7969  N5 1.064
11 H -1.8111 1.0785 -1.7384  C1 1.106
12 H -0.1536 1.3930 -0.8301  C1 1.149
13 H -1.9145 1.8876 -0.2817  C1 1.108
14 C 1.7850 0.3596 -1.5830  C15 1.525, H16 1.127, H17 1.221, H18 1.061
15 C 1.9966 -0.8819 -0.7235  C14 1.525, H19 1.086, H20 1.123, H21 1.121
16 H 2.6358 0.3577 -2.3216  C14 1.127
17 H 0.7292 0.1357 -2.1537  C14 1.221
18 H 1.8111 1.3202 -1.1333  C14 1.061
19 H 3.0036 -1.2281 -0.9347  C15 1.086
20 H 1.2336 -1.6747 -0.9464  C15 1.123
21 H 1.6745 -0.8698 0.3500  C15 1.121

Atom charges from the Mulliken analysis, given in e for atoms 1 to 5: C -0.8029; C 0.4926; N -0.1449; N -0.3266; N -0.3914